1.
H2OTl as an isolated structure. Source: OMol25; level of theory: ωB97M-V/def2-TZVPD.

Calculated values
HOMO level in eV: -29.031
HOMO-LUMO gap in hartree: 0.1240

ORCA input file:
```
! RIJCOSX wB97M-V def2-TZVPD def2/J DEFGRID3
* xyz 3 1
Tl -10.864 19.501 -11.032
O -12.988 15.817 -10.085
H -12.827 15.136 -9.433
H -13.337 15.347 -10.843
*
```

Charges obtained by natural (NBO) population analysis, quoted in units of e:
1 Tl 1.947
2 O -0.068
3 H 0.563
4 H 0.557

2.
H2OTl as an isolated structure. Source: OMol25; level of theory: ωB97M-V/def2-TZVPD.

Calculated values
HOMO level in eV: -32.963
HOMO-LUMO gap in hartree: 0.2563

ORCA input file:
```
! RIJCOSX wB97M-V def2-TZVPD def2/J DEFGRID3
* xyz 3 1
Tl -32.098 0.541 -7.002
O -31.264 2.368 -7.944
H -31.720 3.011 -8.487
H -30.335 2.521 -8.119
*
```

Charges obtained by Löwdin population analysis, quoted in units of e:
1 Tl 2.429
2 O 0.198
3 H 0.188
4 H 0.185

3.
H2P4 as an isolated structure. Source: OMol25; level of theory: ωB97M-V/def2-TZVPD.

Calculated values
HOMO level (alpha / beta) in eV: -7.894 / -7.932
HOMO-LUMO gap (alpha / beta) in hartree: 0.2146 / 0.2186

ORCA input file:
```
! RIJCOSX wB97M-V def2-TZVPD def2/J DEFGRID3
* xyz 0 1
P 0.840 -0.747 -0.216
P -0.992 1.403 0.381
P 1.059 1.243 -0.585
P -1.078 -0.832 0.211
H -0.476 1.213 1.638
H 0.648 -2.280 -1.429
*
```

Charges obtained by natural (NBO) population analysis, quoted in units of e:
1 P 0.055
2 P 0.032
3 P -0.136
4 P 0.002
5 H 0.009
6 H 0.038

4.
H30NeO15 as an isolated structure. Source: OMol25; level of theory: ωB97M-V/def2-TZVPD.

Calculated values
HOMO level in eV: -10.322
HOMO-LUMO gap in hartree: 0.3642

ORCA input file:
```
! RIJCOSX wB97M-V def2-TZVPD def2/J DEFGRID3
* xyz 0 1
Ne 0.026 -0.167 0.278
O 0.280 -3.106 0.313
O -0.362 3.740 0.584
O 2.493 2.183 0.385
O -1.642 1.559 2.266
O 0.300 0.134 -2.747
O 1.670 2.878 -2.048
O -2.904 -0.694 -1.972
O 0.326 -2.618 -2.431
O -3.110 -0.757 2.142
O 0.979 1.087 2.711
O -2.549 -2.560 0.072
O 1.008 -1.556 2.664
O -3.527 1.982 -0.153
O 3.066 -2.884 -1.286
O 3.623 -0.373 -1.974
H 0.055 1.305 2.590
H 0.882 -0.609 2.729
H 0.109 -1.711 -2.645
H 0.933 0.812 -2.983
H 2.555 3.088 -2.344
H 0.691 -2.532 0.959
H -2.051 2.155 2.894
H -3.368 -0.972 3.038
H -0.236 4.261 1.377
H 0.279 -2.658 -1.476
H 3.360 0.018 -1.141
H -2.761 0.132 2.200
H 0.488 -3.991 0.612
H -0.367 0.595 -2.238
H -3.177 -1.078 -2.805
H 0.265 4.101 -0.043
H 1.445 1.683 2.124
H 1.790 2.522 -1.167
H 2.176 -2.901 -1.639
H -2.973 1.985 -0.933
H 3.309 -3.806 -1.203
H -2.553 -1.431 -1.472
H 3.494 -1.314 -1.848
H 0.358 -1.927 3.260
H -4.313 1.504 -0.418
H 3.307 1.685 0.452
H -1.677 2.029 1.433
H -1.638 -2.832 0.184
H -2.691 -1.910 0.760
H 2.634 2.949 0.941
*
```

Charges obtained by natural (NBO) population analysis, quoted in units of e:
1 Ne -0.001
2 O -0.984
3 O -0.954
4 O -0.947
5 O -0.961
6 O -0.965
7 O -0.979
8 O -0.988
9 O -0.996
10 O -0.971
11 O -0.982
12 O -0.993
13 O -0.984
14 O -0.964
15 O -0.976
16 O -0.962
17 H 0.496
18 H 0.501
19 H 0.501
20 H 0.499
21 H 0.472
22 H 0.518
23 H 0.486
24 H 0.469
25 H 0.469
26 H 0.479
27 H 0.441
28 H 0.497
29 H 0.482
30 H 0.477
31 H 0.467
32 H 0.487
33 H 0.481
34 H 0.488
35 H 0.504
36 H 0.480
37 H 0.479
38 H 0.502
39 H 0.498
40 H 0.466
41 H 0.486
42 H 0.494
43 H 0.523
44 H 0.487
45 H 0.497
46 H 0.482

5.
A 15-piece molecular cluster, H30O15 overall. Source: OMol25; level of theory: ωB97M-V/def2-TZVPD.

Calculated values
HOMO level in eV: -9.633
HOMO-LUMO gap in hartree: 0.3346

ORCA input file:
```
! RIJCOSX wB97M-V def2-TZVPD def2/J DEFGRID3
* xyz 0 1
O -0.073 -0.351 0.227
O 0.032 1.137 3.182
O 2.449 1.304 -3.208
O -0.427 2.220 -1.940
O -3.836 -1.724 -0.804
O -2.125 -2.493 1.086
O 1.865 -1.428 -2.509
O -2.516 0.306 1.446
O 1.915 -1.880 0.977
O -2.687 0.939 -1.120
O 2.070 1.211 -0.541
O 3.891 -0.150 0.988
O -1.042 -2.028 -1.827
O -0.533 -1.428 3.046
O 0.254 2.711 1.036
H 0.377 1.428 2.336
H 1.578 1.878 -0.048
H 4.316 0.015 1.824
H -2.484 0.984 2.099
H -4.615 -1.130 -0.701
H 1.950 -1.656 1.921
H -0.236 -2.445 -2.007
H -0.122 1.529 -2.576
H 2.814 -1.334 -2.489
H -1.591 0.113 1.258
H 2.541 0.688 0.049
H -2.625 0.678 -0.199
H 2.811 2.103 -3.569
H 0.709 0.118 -0.165
H -2.832 -2.129 0.475
H -0.557 3.142 0.745
H -0.462 -0.837 -0.466
H 0.673 3.364 1.575
H -1.789 1.150 -1.289
H -1.091 -1.634 2.274
H 1.466 -0.642 -2.872
H 2.129 1.468 -2.343
H -1.646 -3.207 0.591
H 0.169 1.873 3.756
H 3.142 -0.810 0.988
H 1.155 -1.497 0.597
H 0.219 2.918 -1.879
H -3.203 -1.220 -1.387
H -1.647 -2.748 -1.646
H -0.371 -0.504 3.090
*
```

Charges obtained by natural (NBO) population analysis, quoted in units of e:
1 O -1.011
2 O -0.959
3 O -0.981
4 O -0.965
5 O -0.978
6 O -0.990
7 O -0.973
8 O -0.959
9 O -0.951
10 O -0.995
11 O -0.986
12 O -1.020
13 O -0.960
14 O -1.008
15 O -0.956
16 H 0.491
17 H 0.497
18 H 0.482
19 H 0.477
20 H 0.498
21 H 0.488
22 H 0.495
23 H 0.495
24 H 0.491
25 H 0.501
26 H 0.505
27 H 0.483
28 H 0.476
29 H 0.496
30 H 0.510
31 H 0.507
32 H 0.505
33 H 0.480
34 H 0.473
35 H 0.496
36 H 0.483
37 H 0.491
38 H 0.463
39 H 0.473
40 H 0.493
41 H 0.496
42 H 0.480
43 H 0.513
44 H 0.481
45 H 0.471

6.
A 15-piece molecular cluster, H30O15 overall. Source: OMol25; level of theory: ωB97M-V/def2-TZVPD.

Calculated values
HOMO level in eV: -10.719
HOMO-LUMO gap in hartree: 0.3676

ORCA input file:
```
! RIJCOSX wB97M-V def2-TZVPD def2/J DEFGRID3
* xyz 0 1
O -2.670 2.145 3.318
O 2.851 2.073 -2.769
O 2.886 -0.198 3.789
O -3.572 4.221 -2.096
O -3.004 -1.757 -1.369
O 0.636 4.868 -0.703
O 3.921 -2.001 -1.651
O -3.786 -0.288 2.150
O 4.299 1.233 1.270
O -0.306 -2.367 0.019
O -5.269 -1.625 -0.304
O -0.856 0.382 0.147
O 2.052 0.102 -0.996
O 3.073 -0.781 1.471
O -0.417 -3.896 -1.280
H -1.181 -3.941 -1.948
H 2.908 0.336 -0.671
H -5.583 -2.457 -0.703
H 3.664 -1.434 1.145
H 3.130 1.087 -2.706
H -0.250 4.753 -1.156
H 0.111 0.249 0.082
H -1.146 -0.557 -0.145
H 3.191 -1.423 -1.362
H 0.566 4.499 0.177
H 3.558 -2.552 -2.249
H 4.140 0.549 0.599
H -0.086 -1.991 -0.845
H -2.383 1.729 2.495
H -3.476 1.638 3.696
H 2.197 -1.239 1.251
H 4.694 1.939 0.785
H 2.230 -0.085 -1.963
H -2.150 -1.792 -1.115
H -3.561 -1.437 -0.675
H -4.745 -1.861 0.433
H -3.686 0.512 1.691
H -3.595 3.522 -1.483
H 3.145 -0.018 4.710
H -2.769 3.966 -2.617
H 0.436 -2.541 0.516
H -3.340 -0.887 1.546
H 1.947 0.021 3.791
H 0.277 -4.544 -1.515
H 1.920 1.847 -2.763
*
```

Charges obtained by natural (NBO) population analysis, quoted in units of e:
1 O -0.954
2 O -0.882
3 O -0.924
4 O -0.924
5 O -0.937
6 O -0.946
7 O -0.938
8 O -0.917
9 O -0.907
10 O -0.929
11 O -0.922
12 O -0.964
13 O -0.922
14 O -0.909
15 O -0.966
16 H 0.487
17 H 0.485
18 H 0.487
19 H 0.466
20 H 0.423
21 H 0.471
22 H 0.483
23 H 0.462
24 H 0.458
25 H 0.475
26 H 0.461
27 H 0.445
28 H 0.475
29 H 0.471
30 H 0.485
31 H 0.454
32 H 0.458
33 H 0.448
34 H 0.443
35 H 0.471
36 H 0.459
37 H 0.464
38 H 0.463
39 H 0.461
40 H 0.461
41 H 0.473
42 H 0.454
43 H 0.462
44 H 0.474
45 H 0.462

7.
A 15-piece molecular cluster, H30O15 overall. Source: OMol25; level of theory: ωB97M-V/def2-TZVPD.

Calculated values
HOMO level in eV: -9.381
HOMO-LUMO gap in hartree: 0.3350

ORCA input file:
```
! RIJCOSX wB97M-V def2-TZVPD def2/J DEFGRID3
* xyz 0 1
O 5.332 -2.026 0.565
O 3.717 3.350 0.176
O 0.184 -3.012 -1.319
O 1.135 -0.476 3.816
O -4.622 0.022 -0.327
O -0.511 4.003 -0.346
O -1.235 -0.217 -2.897
O 0.755 -1.698 2.221
O 2.146 2.523 -2.257
O -2.301 1.854 0.194
O -2.872 -1.542 -1.435
O -0.006 -1.053 0.336
O -1.431 2.403 2.048
O -2.690 -1.940 1.742
O 2.452 -2.433 -2.510
H 0.367 3.707 -0.082
H -1.084 3.137 1.529
H -0.273 -0.159 -2.911
H -5.081 0.661 0.230
H -0.141 -0.787 1.252
H 0.442 -2.371 1.607
H 1.267 0.223 4.467
H 2.122 -1.745 -1.922
H 4.446 -1.695 0.383
H -2.527 -2.816 1.373
H 2.539 -1.992 -3.362
H -0.360 4.484 -1.168
H -2.441 2.678 0.674
H -0.674 2.100 2.561
H 2.989 3.316 -0.455
H -4.008 -0.415 0.273
H -3.170 1.640 -0.163
H -2.331 -1.700 -2.217
H -2.743 -2.331 -0.897
H 1.129 -2.202 2.952
H -3.629 -1.790 1.583
H 1.243 2.801 -2.067
H -1.484 -0.218 -3.828
H -0.287 -2.439 -1.934
H 5.191 -2.732 1.207
H -0.502 -3.329 -0.721
H 0.590 -0.383 -0.017
H 2.459 3.169 -2.901
H 3.775 4.282 0.416
H 1.747 -1.169 4.088
*
```

Charges obtained by natural (NBO) population analysis, quoted in units of e:
1 O -0.936
2 O -0.940
3 O -0.921
4 O -0.910
5 O -0.927
6 O -0.936
7 O -0.930
8 O -0.924
9 O -0.942
10 O -0.931
11 O -0.926
12 O -0.961
13 O -0.934
14 O -0.917
15 O -0.923
16 H 0.466
17 H 0.465
18 H 0.470
19 H 0.456
20 H 0.495
21 H 0.480
22 H 0.463
23 H 0.467
24 H 0.473
25 H 0.458
26 H 0.457
27 H 0.474
28 H 0.455
29 H 0.472
30 H 0.472
31 H 0.475
32 H 0.463
33 H 0.474
34 H 0.442
35 H 0.446
36 H 0.462
37 H 0.471
38 H 0.469
39 H 0.466
40 H 0.464
41 H 0.454
42 H 0.457
43 H 0.478
44 H 0.461
45 H 0.451

8.
A 15-piece molecular cluster, H30O15 overall. Source: OMol25; level of theory: ωB97M-V/def2-TZVPD.

Calculated values
HOMO level in eV: -9.914
HOMO-LUMO gap in hartree: 0.3491

ORCA input file:
```
! RIJCOSX wB97M-V def2-TZVPD def2/J DEFGRID3
* xyz 0 1
O 3.726 -3.215 1.753
O 0.001 1.147 -4.819
O 4.063 -0.587 1.699
O 0.229 -0.003 -0.048
O 2.849 3.582 0.161
O 0.967 -3.626 -0.566
O 1.670 1.399 0.202
O 0.075 -2.304 2.380
O -1.497 -3.905 0.163
O -3.080 1.343 -2.384
O -1.723 4.067 -0.646
O -2.588 0.838 4.128
O 2.692 0.215 4.305
O -3.427 -2.181 -2.474
O -2.678 3.377 -4.202
H -0.464 -0.683 -0.022
H -3.515 0.971 -3.171
H 4.505 -0.617 0.810
H -2.406 -3.717 0.586
H -4.312 -2.549 -2.403
H -3.466 2.936 -4.357
H -2.216 0.766 3.223
H 4.662 -0.752 2.344
H 0.202 -2.142 3.340
H -3.757 1.761 -1.883
H 0.636 1.372 -4.141
H -2.427 3.524 -0.187
H 1.942 3.432 0.379
H -0.906 -4.282 0.815
H 1.118 1.673 -0.567
H 0.142 -3.226 2.437
H 1.486 -2.994 -0.034
H -2.034 4.958 -0.629
H 2.482 1.649 -0.179
H -3.499 -1.590 -3.210
H 3.470 3.058 0.760
H -2.332 2.657 -3.644
H 1.874 0.164 3.817
H 3.705 -2.506 1.145
H -0.826 1.472 -4.352
H 3.387 0.056 3.745
H 3.851 -2.664 2.559
H 1.141 -4.393 -0.131
H -0.217 0.584 -0.637
H -3.505 0.934 3.937
*
```

Charges obtained by natural (NBO) population analysis, quoted in units of e:
1 O -0.933
2 O -0.919
3 O -0.944
4 O -0.910
5 O -0.965
6 O -0.914
7 O -0.897
8 O -0.916
9 O -0.926
10 O -0.936
11 O -0.938
12 O -0.930
13 O -0.938
14 O -0.917
15 O -0.917
16 H 0.467
17 H 0.468
18 H 0.490
19 H 0.467
20 H 0.463
21 H 0.442
22 H 0.469
23 H 0.461
24 H 0.463
25 H 0.479
26 H 0.463
27 H 0.464
28 H 0.492
29 H 0.457
30 H 0.444
31 H 0.452
32 H 0.470
33 H 0.474
34 H 0.455
35 H 0.455
36 H 0.475
37 H 0.465
38 H 0.480
39 H 0.467
40 H 0.455
41 H 0.458
42 H 0.460
43 H 0.447
44 H 0.437
45 H 0.460

no.,maximum force (eV Å⁻¹)
1,3.115
2,3.304
3,4.152
4,1.275
5,3.382
6,5.259
7,3.838
8,5.236